*P*
A cluster of 2 separate species, C3H9N in total, computed with ωB97M-V/def2-TZVPD.

Geometry as XYZ:
```
13
Properties=species:S:1:pos:R:3:lowdin_charge:R:1
C 0.35 -2.30 -3.43 -0.0504
H 1.37 -1.99 -3.25 0.0104
H -0.26 -1.40 -3.57 0.0087
H 0.12 -2.70 -2.43 0.0106
H 0.10 -2.92 -4.27 0.0208
C 0.80 0.40 1.90 0.0131
C -1.24 1.19 0.93 0.1522
N -0.08 1.45 1.38 0.1731
H 1.84 0.81 1.96 0.1320
H 0.87 -0.27 1.06 0.1204
H 0.51 0.07 2.87 0.1071
H -1.91 2.09 0.94 0.1524
H -1.77 0.31 0.58 0.1497
```

HOMO-LUMO gap (spin up / spin down) (eV): 9.47 / 6.15
⟨S²⟩: 0.7592
LUMO energy (spin up / spin down) (eV): -5.9 / -9.2
Total charge: +1
2S+1: 2


*Q*
A cluster of 2 separate species, C3H9N in total, computed with ωB97M-V/def2-TZVPD.

Geometry as XYZ:
```
13
Properties=species:S:1:pos:R:3:lowdin_charge:R:1
N -2.48 -0.08 -0.13 0.0140
H -2.45 0.89 -0.43 0.0222
H -2.47 -0.08 0.88 0.0206
H -3.37 -0.45 -0.43 0.0282
C 1.20 0.88 0.68 -0.0270
C 1.68 -0.21 -0.15 0.0037
C 0.83 -1.16 -0.76 0.2666
H 1.78 0.93 1.61 0.1272
H 0.14 0.79 0.89 0.0815
H 1.38 1.83 0.14 0.1417
H 2.75 -0.28 -0.34 0.1406
H 1.25 -1.97 -1.35 0.1092
H -0.25 -1.08 -0.61 0.0716
```

HOMO-LUMO gap (spin up / spin down) (eV): 8.98 / 5.23
⟨S²⟩: 0.7521
LUMO energy (spin up / spin down) (eV): -5.2 / -8.9
Total charge: +1
2S+1: 2


The structure with the least stability is *P*.


*P*
An isolated molecule of C2H4NP, computed with ωB97M-V/def2-TZVPD.

Geometry as XYZ:
```
8
Properties=species:S:1:pos:R:3:lowdin_charge:R:1
P -1.16 -0.32 -0.73 0.6979
C -0.63 0.94 0.39 -0.5520
C 0.80 0.24 1.43 -0.0210
N 0.84 1.24 0.68 -0.0382
H -0.85 0.27 -2.08 -0.0949
H -2.49 0.30 -0.84 -0.0837
H -1.36 1.08 1.10 0.0015
H 0.40 -0.38 2.21 0.0905
```

SMILES: P[C@H]1C=N1
HOMO-LUMO gap (spin up / spin down) (eV): 8.21 / 8.21
LUMO energy (spin up / spin down) (eV): 0.4 / 0.4


*Q*
An isolated molecule of C2H4NP, computed with ωB97M-V/def2-TZVPD.

Geometry as XYZ:
```
8
Properties=species:S:1:pos:R:3:lowdin_charge:R:1
C 0.07 0.90 0.30 -0.3568
C 0.46 -0.40 -0.45 -0.6656
N -0.56 -1.30 -0.38 -0.1207
P 0.24 -0.61 1.31 0.9106
H 0.83 1.57 0.46 0.0175
H -1.02 1.17 -0.07 0.1016
H 1.45 -0.51 -0.77 0.0696
H -1.48 -0.82 -0.39 0.0440
```

SMILES: C1[C@@H]2NP12
HOMO-LUMO gap (eV): 9.67
LUMO energy (eV): 0.9


*R*
An isolated molecule of C2H4NP, computed with ωB97M-V/def2-TZVPD.

Geometry as XYZ:
```
8
Properties=species:S:1:pos:R:3:lowdin_charge:R:1
H -2.84 0.57 -0.30 0.0563
N -1.80 0.48 -0.42 -0.0223
C -1.34 -0.14 0.53 -0.4007
P 0.83 -0.09 0.64 0.8313
C 2.04 -0.18 -0.46 -0.4455
H -1.87 -0.49 1.40 0.0336
H 2.96 0.12 0.10 -0.0146
H 2.02 -0.28 -1.50 -0.0379
```

SMILES: [H]/N=C/P=C
HOMO-LUMO gap (eV): 8.47
LUMO energy (eV): 0.2


*S*
An isolated molecule of C2H4NP, computed with ωB97M-V/def2-TZVPD.

Geometry as XYZ:
```
8
Properties=species:S:1:pos:R:3:lowdin_charge:R:1
H 1.55 -1.96 0.06 0.0458
N 1.55 -0.98 -0.21 0.1061
C 0.40 -0.52 -0.20 -0.7853
C -0.15 0.78 -0.49 -0.2822
P -1.39 -0.75 -0.10 0.8815
H -0.17 1.48 0.43 0.0970
H -0.04 1.18 -1.52 0.0754
H -1.60 -0.19 1.12 -0.1383
```

SMILES: [H]/N=C1/CP1
HOMO-LUMO gap (eV): 9.94
LUMO energy (eV): 0.7


The structure with the least stability is *P*.


*P*
A cluster of 2 separate species, C2H4NP in total, computed with ωB97M-V/def2-TZVPD.

Geometry as XYZ:
```
8
Properties=species:S:1:pos:R:3:lowdin_charge:R:1
C -0.60 -0.53 -0.02 -0.2770
C -0.37 0.92 -0.51 -0.5637
N 0.51 -0.99 0.46 -0.0349
P 0.96 1.85 -0.25 0.8260
H -1.55 -1.68 0.15 0.2012
H -1.21 1.47 -0.93 -0.0012
H 0.47 -1.88 0.86 0.0003
H 1.78 0.83 0.24 -0.1507
```

HOMO-LUMO gap (eV): 9.02
LUMO energy (eV): -0.4


*Q*
An isolated molecule of C2H4NP, computed with ωB97M-V/def2-TZVPD.

Geometry as XYZ:
```
8
Properties=species:S:1:pos:R:3:lowdin_charge:R:1
C -0.05 -0.64 0.71 -0.3128
C 0.22 -0.23 -0.67 -0.6043
N 0.07 1.17 -0.63 -0.2859
P -1.43 0.33 -0.23 0.9004
H -0.27 -1.73 0.89 0.0758
H 0.51 0.11 1.38 0.0836
H 0.43 -0.77 -1.56 0.0869
H 0.52 1.75 0.10 0.0564
```

SMILES: C1[C@@H]2NP12
HOMO-LUMO gap (eV): 9.88
LUMO energy (eV): 1.2


The structure with the least stability is *P*.